No. 1
Below is a 3-piece molecular cluster, C3H14NO3 overall at a distorted geometry, with properties calculated with ωB97M-V/def2-TZVPD.

## Properties
Energy in eV: -10964.060
Kohn-Sham gap in eV: 11.561
Charge: +1
Highest occupied orbital energy in eV: -14.483
LUMO energy in Ha: -0.107
F_max in eV/Å: 2.08
Relative energy (zero: lowest compared OMol25 entry of this formula, charge and spin) in kcal/mol: 21.9

Structure (XYZ):
```
21
Properties=species:S:1:pos:R:3:nbo_charge:R:1
H 1.965 1.359 2.217 0.50
H -1.083 1.720 -1.222 0.23
H -2.117 -2.171 -1.814 0.51
H -1.718 -1.339 1.986 0.48
H -1.837 -0.041 2.614 0.48
O -1.158 -0.577 2.185 -0.95
N 0.004 0.027 -0.314 -0.57
H -0.991 -2.959 -0.972 0.50
O -1.500 -2.157 -1.079 -0.98
C -1.265 0.710 -0.861 -0.41
H 3.174 1.264 0.208 0.22
H -0.095 0.326 0.675 0.50
H -1.484 0.201 -1.818 0.22
H 2.560 -0.375 0.714 0.19
H -2.017 0.643 -0.074 0.24
H -0.153 -0.988 -0.548 0.47
O 1.501 1.263 1.380 -0.76
H 1.673 0.190 -1.737 0.24
H 1.003 1.644 -1.084 0.22
C 2.267 0.632 0.351 -0.09
C 1.273 0.626 -0.806 -0.25
```


No. 2
Below is a 4-piece molecular cluster, C3H14NO4 overall at a distorted geometry, with properties calculated with ωB97M-V/def2-TZVPD.

## Properties
Energy in eV: -13018.298
Kohn-Sham gap in eV: 7.848
Charge: -1
Highest occupied orbital energy in eV: -4.240
LUMO energy in Ha: 0.133
F_max in eV/Å: 4.40
Relative energy (zero: lowest compared OMol25 entry of this formula, charge and spin) in kcal/mol: 37.3

Structure (XYZ):
```
22
Properties=species:S:1:pos:R:3:nbo_charge:R:1
H 1.559 0.202 1.094 0.10
H 0.086 -2.252 1.546 0.50
C -0.005 1.583 -0.245 -0.24
O -2.698 -1.655 1.545 -0.99
C 0.879 -0.523 0.570 0.11
O 3.191 1.094 -1.564 -0.96
H -0.105 1.748 0.816 0.20
O 0.084 -3.356 1.477 -1.12
H 0.921 2.059 -0.696 0.19
H -2.093 1.666 -0.800 0.19
H -0.419 -0.362 -1.080 0.36
H -1.274 3.170 -1.022 0.19
N 0.318 0.166 -0.633 -0.71
C -1.119 2.095 -1.138 -0.62
H 2.680 0.603 -0.899 0.48
H -2.487 -0.992 0.893 0.47
H 2.668 0.787 -2.315 0.46
H -1.810 -1.859 1.950 0.51
H -1.062 1.907 -2.202 0.20
O -0.141 -0.913 1.363 -0.92
H -0.674 -3.870 1.211 0.45
H 1.504 -1.297 0.127 0.12
```


No. 3
Below is a 5-piece molecular cluster, C3H14NO7 overall at a distorted geometry, with properties calculated with ωB97M-V/def2-TZVPD.

## Properties
Energy in eV: -19163.825
Kohn-Sham gap in eV: 8.893
Charge: -1
Highest occupied orbital energy in eV: -5.563
LUMO energy in Ha: 0.122
F_max in eV/Å: 1.04
Relative energy (zero: lowest compared OMol25 entry of this formula, charge and spin) in kcal/mol: 0.0

Structure (XYZ):
```
25
Properties=species:S:1:pos:R:3:nbo_charge:R:1
H 2.097 -0.270 2.031 0.51
H -2.355 0.412 -0.733 0.51
N 1.585 -0.637 -1.249 -0.83
O -0.209 2.428 -2.438 -0.99
H 1.327 0.082 -1.917 0.37
O -0.902 -3.000 -0.044 -0.73
C 0.314 -2.297 0.210 -0.07
O -0.758 1.136 -0.161 -0.84
H -3.589 0.758 -1.676 0.46
H -0.447 -0.993 -1.285 0.20
H 2.259 -0.221 -0.612 0.37
H -0.987 2.882 1.548 0.47
H -0.197 2.049 -1.524 0.51
H 0.523 -2.088 1.262 0.17
O 3.073 -0.345 1.969 -0.98
H -1.626 -2.367 -0.110 0.47
O 0.382 0.271 1.567 -0.78
H 3.356 -0.758 2.792 0.45
O -2.983 0.066 -1.408 -1.00
C 0.346 -0.952 -0.535 -0.19
H 1.086 -2.962 -0.178 0.17
H -0.447 1.793 2.420 0.50
C -0.068 0.234 0.404 0.79
H -1.020 2.062 -2.802 0.46
O -0.758 2.717 2.468 -0.99
```


No. 4
Below is a 4-piece molecular cluster, C3H14O3S overall at a distorted geometry, with properties calculated with ωB97M-V/def2-TZVPD.

## Properties
2S+1: 2
Energy in eV: -20314.613
Kohn-Sham gap (spin up / spin down) in eV: 2.165 / 8.857
Charge: -1
Highest occupied orbital energy (spin up / spin down) in eV: 0.843 / -5.895
LUMO energy (spin up / spin down) in Ha: 0.111 / 0.109
F_max in eV/Å: 1.18
Relative energy (zero: lowest compared OMol25 entry of this formula, charge and spin) in kcal/mol: 10.5

Structure (XYZ):
```
21
Properties=species:S:1:pos:R:3:nbo_charge:R:1
H -0.560 1.396 2.123 0.22
H -2.128 1.353 1.174 0.46
C -0.216 0.424 1.785 -0.81
H -0.452 -0.617 -0.911 0.26
H -3.289 -1.457 -1.884 0.34
C 1.363 -0.199 -2.087 -0.65
H 1.268 -0.941 -2.876 0.22
H 2.962 -0.096 1.485 0.48
H 0.434 -0.167 2.426 0.21
H 0.966 0.714 -2.562 0.21
O 3.915 -0.216 1.601 -0.96
C 0.628 -0.499 -0.814 -0.58
H -3.043 2.337 0.486 0.44
H 1.071 -1.350 -0.292 0.19
H 4.190 -0.531 0.737 0.46
H -1.116 -0.167 1.575 0.23
S 0.788 0.888 0.338 0.10
H 2.438 -0.044 -1.896 0.19
O -3.060 1.630 1.132 -1.03
O -2.751 -1.160 -1.125 -1.38
H -3.409 -1.298 -0.414 0.39
```


No. 5
Below is a 4-piece molecular cluster, C3H14O3S overall at a distorted geometry, with properties calculated with ωB97M-V/def2-TZVPD.

## Properties
Energy in eV: -20314.667
Kohn-Sham gap in eV: 8.496
Charge: 0
Highest occupied orbital energy in eV: -8.066
SMILES string: CCSC.O.O.O
LUMO energy in Ha: 0.016
F_max in eV/Å: 2.94
Relative energy (zero: lowest compared OMol25 entry of this formula, charge and spin) in kcal/mol: 36.2

Structure (XYZ):
```
21
Properties=species:S:1:pos:R:3:nbo_charge:R:1
H 1.868 1.868 1.494 0.48
H 2.052 -1.006 1.363 0.22
H -1.557 2.101 -1.688 0.21
H -0.788 1.231 -3.024 0.22
H 3.433 1.618 1.835 0.48
H -2.267 0.628 1.027 0.48
H 0.412 -0.516 1.716 0.24
C 1.030 -1.043 0.998 -0.75
H -1.605 0.385 -1.952 0.22
O -1.872 0.236 1.804 -0.96
H -0.941 -2.941 -0.682 0.47
H 0.748 -2.096 0.951 0.23
O -0.951 -3.855 -0.999 -0.93
C 0.355 1.173 -1.048 -0.53
O 2.665 1.370 1.319 -0.96
H 1.203 1.606 -1.564 0.23
H 0.184 1.625 -0.088 0.21
H -2.152 0.646 2.620 0.48
H -1.774 -3.736 -1.489 0.46
C -0.919 1.253 -1.888 -0.65
S 0.876 -0.547 -0.705 0.15
```


No. 6
Below is C3H14O4 as an isolated structure at a distorted geometry, with properties calculated with ωB97M-V/def2-TZVPD.

## Properties
Energy in eV: -11517.961
Kohn-Sham gap in eV: 7.151
Charge: 0
Highest occupied orbital energy in eV: -7.015
LUMO energy in Ha: 0.005
F_max in eV/Å: 18.08
Relative energy (zero: lowest compared OMol25 entry of this formula, charge and spin) in kcal/mol: 245.5

Structure (XYZ):
```
21
Properties=species:S:1:pos:R:3:nbo_charge:R:1
C 1.569 -0.677 1.392 -0.64
H -0.581 0.490 -2.419 0.43
C 1.276 -0.833 -0.092 -0.11
H -0.315 -1.927 -0.045 0.50
H 0.662 -0.166 -2.981 0.40
O -0.176 -0.988 -0.184 -0.62
H -0.970 0.986 -0.738 0.44
O -0.049 0.431 -3.213 -1.03
H -0.502 0.097 1.151 0.20
H -1.463 1.240 2.137 0.17
H -2.323 0.075 1.171 0.19
O -0.652 0.364 -1.392 -0.97
H 0.810 -0.045 1.853 0.21
C -1.419 0.683 1.202 -0.28
O -1.534 1.635 0.108 -0.69
H -1.525 2.478 0.568 0.49
H 1.848 -1.693 -0.439 0.20
H 1.517 -1.619 1.939 0.21
H 2.541 -0.196 1.502 0.23
H -0.333 -0.380 -0.880 0.42
H 1.621 0.045 -0.637 0.24
```


The highest relative energy (zero: lowest compared OMol25 entry of this formula, charge and spin) belongs to which entry? C3H14O4


Which value of F_max does entry 1 give? 2.08 eV/Å


Among the records above, which one has the lowest F_max? C3H14NO7